A molecular structure, C32H74BF6MgNO19S2 in a non-equilibrium geometry. Source: OMol25; level of theory: the ωB97M-V functional and the def2-TZVPD basis.

```
136
Properties=species:S:1:pos:R:3:forces:R:3:lowdin_charge:R:1
Mg 0.92535 -2.74106 0.40650 -0.952 -1.764 1.583 0.37
C -1.75463 -0.36213 2.05022 0.633 0.324 -1.032 -0.54
F -1.31700 -1.09874 3.09412 -0.684 0.892 -0.713 0.12
F -3.00629 0.08197 2.24034 1.325 -0.516 0.061 0.15
F -0.90841 0.68101 1.83072 -1.281 -1.422 0.933 0.11
S -1.70804 -1.51691 0.45307 1.255 -1.030 0.052 0.77
O -1.66681 -2.90875 0.87799 0.396 1.098 0.508 -0.28
O -2.76889 -1.18301 -0.45005 0.546 0.438 0.788 -0.26
N -0.00939 -1.23914 -0.14908 -5.641 1.951 0.098 -0.27
S -0.34885 -0.17209 -1.28585 1.615 4.002 -2.738 0.63
O -0.92194 -0.70030 -2.51070 0.208 -0.082 1.067 -0.29
O -0.90869 1.08109 -0.73467 0.602 -2.223 -0.735 -0.31
C 1.45889 0.33564 -1.88230 -2.770 -0.376 1.532 -0.56
F 1.97391 -0.75071 -2.44202 0.333 1.378 -0.304 0.15
F 1.30515 1.39979 -2.71048 0.889 -1.541 0.784 0.14
F 2.11803 0.69036 -0.75439 0.270 0.022 -1.304 0.11
B 2.79338 -2.84156 -0.24487 2.512 0.043 -0.643 -0.34
H 1.98108 -2.56196 -0.89773 -2.282 1.252 -2.692 -0.03
H 3.44520 -1.99777 -0.07937 1.916 2.889 0.649 0.00
H 2.51290 -3.25230 0.71266 -0.239 -1.792 3.193 -0.02
H 3.33204 -3.58675 -0.80945 1.842 -2.674 -1.737 0.02
C -8.05639 7.38102 -4.14883 -0.289 -0.635 -0.389 -0.11
O -7.16707 6.43089 -3.58165 0.006 0.329 -0.372 -0.17
C -7.29126 6.22248 -2.20181 1.078 0.364 0.845 -0.22
C -6.24448 5.20941 -1.65258 -0.528 -0.375 -0.349 -0.16
O -4.85084 5.54332 -1.80979 -0.825 0.342 -0.496 -0.13
C -4.12124 4.91182 -2.88362 -1.189 -0.865 0.689 -0.16
C -3.79167 3.48997 -2.50411 -0.119 -0.372 0.049 -0.20
O -4.90832 2.59955 -2.71783 1.247 0.312 0.218 -0.20
C -4.71759 1.28113 -2.18980 -1.538 0.127 -0.366 -0.09
H -7.98914 7.29339 -5.23322 0.492 0.106 0.010 0.08
H -7.90428 8.42121 -3.86079 0.365 -0.007 0.274 0.09
H -9.10429 7.13526 -3.97677 -0.205 -0.152 0.566 0.08
H -8.31916 5.98231 -1.93003 -0.170 -0.799 -0.018 0.12
H -7.12009 7.11563 -1.60091 0.251 0.762 -0.348 0.11
H -6.50387 4.20562 -1.98909 0.480 -0.047 -0.567 0.11
H -6.42603 5.12488 -0.58113 0.070 0.404 0.206 0.12
H -3.18495 5.44821 -3.03769 -0.216 0.212 0.061 0.12
H -4.71126 4.84007 -3.79730 -0.063 0.527 -0.197 0.13
H -3.53082 3.49737 -1.44581 0.248 -0.194 0.170 0.13
H -2.93439 3.19288 -3.10818 0.165 -0.394 0.037 0.11
H -3.71900 0.85049 -2.11588 0.224 0.499 -0.359 0.07
H -5.36656 0.69429 -2.83984 0.398 -0.483 -0.143 0.08
H -5.21378 1.18296 -1.22427 0.264 0.274 0.469 0.08
C -0.22725 2.77211 6.23862 -1.016 -0.602 0.549 -0.10
O -0.38213 1.52080 6.91721 -0.168 -1.152 -1.029 -0.19
C -0.70831 0.40316 6.01927 -0.141 1.696 0.766 -0.18
C -1.04341 -0.83667 6.79060 0.907 0.127 0.074 -0.20
O 0.13678 -1.37704 7.35710 0.524 -1.165 0.085 -0.12
C -0.16380 -2.48591 8.19475 -0.414 -1.161 -0.205 -0.19
C -0.76278 -3.77687 7.52285 -0.476 1.924 -0.901 -0.18
O -0.06085 -4.28266 6.36165 0.341 0.088 1.851 -0.18
C 1.27418 -4.69796 6.67999 0.358 -0.210 -1.333 -0.11
H -1.20274 3.24058 6.10805 -0.316 0.030 -0.064 0.08
H 0.16419 2.64636 5.22913 0.654 0.130 0.151 0.08
H 0.31241 3.42103 6.92838 0.455 -0.094 -0.468 0.09
H 0.09636 0.29151 5.29253 0.224 -0.315 0.069 0.11
H -1.61473 0.61891 5.45363 -0.198 0.414 -0.156 0.12
H -1.50388 -1.53952 6.09628 -0.098 -0.158 -0.089 0.12
H -1.74841 -0.59709 7.58664 -0.237 0.097 0.081 0.14
H -0.90636 -2.09889 8.89255 -0.220 -0.478 0.430 0.12
H 0.64635 -2.93272 8.77103 0.811 1.268 -0.091 0.11
H -1.73569 -3.41912 7.18585 -0.155 -0.663 -0.506 0.10
H -0.95639 -4.50449 8.31100 0.363 -0.326 -0.055 0.12
H 1.40795 -5.59196 7.28906 -0.706 0.141 0.676 0.09
H 1.94379 -3.90385 7.01031 -0.332 0.233 0.337 0.09
H 1.71251 -5.04205 5.74320 -0.102 0.179 -0.323 0.07
C 6.37858 -0.97272 1.12992 -1.142 0.741 -0.293 -0.09
O 5.46156 -1.09704 0.03772 0.920 0.968 0.480 -0.20
C 5.32961 0.16071 -0.63484 1.649 -0.463 0.400 -0.19
C 5.19754 -0.07249 -2.11610 -1.049 -1.981 -0.541 -0.16
O 4.67476 -1.42009 -2.26938 0.607 1.399 -1.398 -0.17
C 4.65529 -1.76579 -3.65638 -1.336 -0.374 0.907 -0.18
C 4.22436 -3.25767 -3.73015 0.628 0.558 1.424 -0.14
O 4.84111 -3.89099 -2.54242 -0.713 -0.931 -2.311 -0.21
C 4.79751 -5.34503 -2.60712 0.654 1.567 -0.167 -0.09
H 7.41198 -0.88808 0.79373 0.189 -0.614 -0.022 0.09
H 6.14742 -1.75089 1.85732 0.456 -0.272 -0.302 0.09
H 6.19291 -0.02552 1.63632 -0.123 0.243 0.325 0.07
H 6.28026 0.68972 -0.56782 0.289 0.278 0.346 0.11
H 4.62147 0.81956 -0.13228 -0.587 -0.254 -0.283 0.12
H 6.12235 -0.08071 -2.69295 0.558 0.290 0.472 0.12
H 4.58390 0.68989 -2.59602 -0.501 0.077 -0.061 0.12
H 5.55390 -1.54451 -4.23225 0.755 -0.302 0.521 0.12
H 3.92929 -1.09561 -4.11667 -0.541 -0.223 -0.437 0.11
H 4.46795 -3.65166 -4.71682 0.915 -0.491 0.085 0.11
H 3.14100 -3.37723 -3.74238 -0.293 0.180 0.755 0.11
H 3.79939 -5.76979 -2.50023 -0.224 0.180 -0.129 0.07
H 5.42170 -5.71852 -1.79534 -0.073 0.142 0.044 0.08
H 5.26734 -5.61905 -3.55173 -0.176 -0.479 -0.115 0.08
C 2.03681 -0.64619 2.35777 -0.241 0.271 -1.059 -0.03
O 1.28025 -1.84969 2.17522 0.403 -0.043 2.518 -0.28
C 1.48559 -2.78370 3.29196 0.584 0.814 -1.084 -0.10
C 0.55356 -3.91355 2.99067 -0.799 -1.268 0.826 -0.14
O 0.75358 -4.39458 1.66659 0.175 0.694 -0.145 -0.19
C -0.04687 -5.45189 1.15688 -0.681 0.448 -0.573 -0.11
C 0.28496 -5.48196 -0.37677 0.800 -1.688 1.325 -0.14
O 0.36418 -4.17293 -0.84784 -1.239 -0.428 -1.284 -0.27
C -0.20525 -3.89482 -2.15449 -0.097 0.967 0.754 0.00
H 3.09513 -0.84447 2.52728 -0.031 -0.219 -0.015 0.11
H 1.63157 -0.00239 3.13841 -0.169 -0.279 0.255 0.09
H 1.92069 -0.12753 1.40614 0.247 0.121 0.162 0.08
H 1.34633 -2.27504 4.24589 -0.887 -0.056 0.049 0.14
H 2.53985 -3.05307 3.35573 0.165 -0.348 -0.636 0.14
H -0.47116 -3.56917 3.13021 -0.180 -0.017 -0.180 0.13
H 0.69468 -4.77270 3.64645 0.113 0.173 0.421 0.13
H -1.11083 -5.24391 1.27023 -0.108 0.441 0.059 0.12
H 0.10894 -6.34404 1.76342 0.512 -0.394 -0.534 0.14
H -0.35822 -6.16313 -0.93393 -0.733 0.498 0.058 0.14
H 1.25296 -5.96279 -0.51779 0.455 0.205 0.178 0.13
H 0.20679 -2.93915 -2.47857 0.607 -0.338 -0.174 0.08
H -1.24578 -3.59891 -2.02088 -0.360 -0.742 -0.094 0.10
H -0.03281 -4.69434 -2.87498 -0.021 0.043 0.216 0.11
C -1.11222 0.44963 -5.78470 -0.050 0.425 0.511 -0.08
O -0.76554 1.67590 -5.07364 0.617 -1.589 -0.704 -0.18
C -0.76824 2.84453 -5.86301 -1.546 -0.213 0.285 -0.23
C -0.08334 3.96795 -5.15557 1.349 0.039 0.998 -0.17
O -0.57902 4.20422 -3.83037 -0.569 -0.567 -0.708 -0.12
C 0.34162 4.66039 -2.88897 0.840 1.081 0.981 -0.21
C -0.03788 4.25893 -1.47337 0.302 -1.688 -0.509 -0.18
O 0.98232 4.66642 -0.54131 -0.497 0.076 -1.513 -0.16
C 0.93492 3.89741 0.61514 -0.376 -0.568 0.662 -0.13
H -0.56446 0.19268 -6.69136 0.314 1.048 -0.467 0.08
H -2.17785 0.45085 -6.01386 -0.090 -0.029 -0.011 0.09
H -0.86600 -0.43909 -5.20360 -0.274 0.492 0.852 0.07
H -1.80032 3.16252 -6.01063 -0.453 -0.088 -0.254 0.12
H -0.34416 2.66981 -6.85180 0.339 0.126 -0.067 0.13
H -0.11289 4.88092 -5.75030 -0.221 0.116 -0.136 0.13
H 0.96480 3.67881 -5.07872 0.326 0.085 0.160 0.12
H 0.41674 5.74712 -2.85055 -0.051 0.434 -0.544 0.13
H 1.36154 4.30675 -3.03997 0.068 -0.317 -0.376 0.12
H -0.06811 3.16959 -1.49607 0.021 -0.183 0.211 0.08
H -1.07500 4.52018 -1.26302 0.045 0.753 0.572 0.13
H 0.92252 2.81357 0.50012 -0.070 -0.288 -0.882 0.06
H -0.01947 4.10815 1.09767 0.165 0.189 0.827 0.09
H 1.83561 4.03778 1.21275 -0.261 0.766 0.180 0.09
```
Forces are in eV/Å.

Values from the calculation:
- ΔE to the lowest compared entry with this formula, charge and spin: 3.91 kcal/mol
- HOMO: -8.72 eV
- Frontier orbital gap: 8.93 eV
- Net charge: 0
- Energy: -4367.99978 Ha